i | The following is a quantum chemistry calculation of a structure of composition C5H6N2O, from OMol25.

Values from the calculation:
**HOMO-LUMO gap**: 8.11 eV
**Net charge**: 0

```
14
Properties=species:S:1:pos:R:3:mulliken_charge:R:1
C -2.200 -0.245 0.120 -0.7049
C 0.400 -0.045 -0.280 0.6045
C 0.321 1.418 -0.207 0.1126
C 1.625 -0.580 0.089 -0.6605
C 2.820 0.000 -0.107 0.3498
H -2.635 0.686 -0.450 0.2764
H -2.617 -1.367 0.214 0.3069
H -1.959 -0.145 1.538 0.2265
H -0.835 -1.637 -0.712 0.2632
H 1.330 1.941 -0.072 0.3020
H 1.466 -1.751 0.324 0.2213
N -0.737 -0.715 -0.415 -0.3219
N 3.850 0.478 0.010 -0.4667
O -0.830 1.961 -0.051 -0.5093
```

ii | The following is a quantum chemistry calculation of a structure of composition C5H6N2O, from OMol25.

Values from the calculation:
**HOMO-LUMO gap**: 8.95 eV
**Net charge**: 0

```
14
Properties=species:S:1:pos:R:3:mulliken_charge:R:1
C 0.248 0.202 0.534 0.8142
C 0.336 -0.954 -0.211 -0.3078
N 1.293 0.767 1.290 -0.5168
C -1.000 1.004 0.469 -0.2610
C 0.555 -1.919 -1.056 -0.8236
O -2.183 0.309 0.580 -0.5201
C -0.421 1.146 -1.111 0.2187
N -0.303 1.589 -2.165 -0.4777
H -2.122 -0.498 0.026 0.4055
H 2.175 0.292 1.166 0.2688
H 1.052 0.819 2.274 0.2563
H -0.984 1.947 1.011 0.4130
H 0.284 -2.931 -0.807 0.2540
H 1.071 -1.774 -2.001 0.2766
```

iii | The following is a quantum chemistry calculation of the molecule C5H6N2O, from OMol25.

Values from the calculation:
**HOMO-LUMO gap**: 8.41 eV
**Structure (SMILES)**: NC1=C/C(=C\O)N=C1
**Net charge**: 0

```
14
Properties=species:S:1:pos:R:3:mulliken_charge:R:1
N -1.767 1.180 1.463 -0.4808
C -0.952 0.422 0.669 0.7296
C -0.036 0.739 -0.262 -0.8076
C 0.653 -0.502 -0.597 0.4068
C 1.603 -0.932 -1.477 -0.0206
O 2.256 -0.197 -2.380 -0.4910
N 0.076 -1.611 0.233 -0.5698
C -0.760 -1.024 0.986 -0.4062
H -1.530 2.152 1.564 0.1988
H -2.238 0.782 2.243 0.1835
H 0.185 1.769 -0.631 0.2219
H 1.745 -1.999 -1.451 0.4080
H 2.072 0.703 -2.162 0.2913
H -1.308 -1.482 1.802 0.3361
```

iv | The following is a quantum chemistry calculation of a structure of composition C5H6N2O, from OMol25.

Values from the calculation:
**HOMO-LUMO gap**: 10.59 eV
**Net charge**: 0

```
14
Properties=species:S:1:pos:R:3:mulliken_charge:R:1
C -1.301 -0.153 0.080 0.4005
C -0.225 0.703 0.844 -0.2423
C -0.197 0.017 -1.042 -0.1540
C 0.959 -0.962 -0.469 -0.1436
C 0.931 -0.353 0.959 -0.3652
H -0.336 1.440 1.603 0.5440
H -0.403 2.050 -0.605 0.2378
H -0.294 0.312 -2.147 0.3936
H 0.871 -2.015 -0.973 0.2998
H 2.110 0.756 -0.379 0.3608
H 1.055 -0.942 1.891 0.3807
N 0.177 1.319 -0.399 -0.5746
N 1.993 -0.228 0.016 -0.5978
O -2.400 -0.593 0.132 -0.5397
```

Short version: iii, iv, ii, i, most stable first.

i | The following is a quantum chemistry calculation of the molecule C3H4N2O2, from OMol25.

Values from the calculation:
**HOMO-LUMO gap**: 8.94 eV
**Structure (SMILES)**: N/C(C=O)=N/C=O
**Net charge**: 0

```
11
Properties=species:S:1:pos:R:3:mulliken_charge:R:1
N -1.847 -0.315 -0.234 -0.4644
C -0.497 -0.097 -0.182 0.5410
C 0.033 1.221 0.347 0.0412
O 1.225 1.342 0.489 -0.4299
N 0.362 -0.983 -0.498 -0.4985
C 1.672 -0.833 0.009 0.1604
O 2.701 -0.762 -0.604 -0.5051
H -2.125 -1.127 -0.768 0.2650
H -2.489 0.461 -0.269 0.2320
H -0.629 2.058 0.605 0.3099
H 1.593 -0.966 1.105 0.3484
```

ii | The following is a quantum chemistry calculation of a structure of composition C3H4N2O2, from OMol25.

Values from the calculation:
**HOMO-LUMO gap**: 8.51 eV
**Net charge**: 0

```
11
Properties=species:S:1:pos:R:3:mulliken_charge:R:1
N -0.519 0.175 1.218 -0.5481
N 0.775 0.679 1.058 -0.0535
C -0.890 -0.381 -0.449 0.6338
O -1.365 0.677 -1.144 -0.4599
C 1.493 0.105 0.118 0.0109
C 1.026 -0.649 -0.802 -0.3576
O -1.429 -1.458 -0.493 -0.5346
H -0.804 1.452 -1.004 0.3749
H -0.447 -0.759 1.619 0.2912
H 0.883 1.664 1.270 0.2885
H 1.277 -1.505 -1.390 0.3545
```

iii | The following is a quantum chemistry calculation of the molecule C3H4N2O2, from OMol25.

Values from the calculation:
**HOMO-LUMO gap (alpha / beta)**: 7.79 / 7.92 eV
**Net charge**: 0

```
11
Properties=species:S:1:pos:R:3:mulliken_charge:R:1
C 1.237 0.337 -1.821 0.0142
C 0.135 -0.437 -0.022 0.3709
C -1.596 -0.043 1.490 -0.6526
N 0.137 0.139 -1.114 -0.3602
N 2.619 -0.506 -0.237 -0.3448
O 2.456 0.015 -1.343 -0.0620
O -0.438 -0.748 1.092 -0.2704
H 1.077 0.700 -2.798 0.4638
H -2.346 -0.357 0.880 0.3295
H -1.452 1.142 1.358 0.2741
H -1.829 -0.243 2.515 0.2375
```

Short version: i, ii, iii, most stable first.

i | The following is a quantum chemistry calculation of the molecule C3H4N2O2, from OMol25.

Values from the calculation:
**HOMO-LUMO gap**: 9.49 eV
**Structure (SMILES)**: Oc1ccnn1O
**Net charge**: 0

```
11
Properties=species:S:1:pos:R:3:mulliken_charge:R:1
O -1.762 -1.107 -0.094 -0.5075
C -0.485 -0.573 0.043 0.3893
C 0.767 -1.271 -0.023 -0.4981
C 1.795 -0.285 -0.047 -0.1389
N 1.203 0.882 0.000 -0.7727
N -0.096 0.624 0.265 0.6021
O -1.034 1.696 -0.157 -0.4291
H -1.574 -2.019 0.444 0.3768
H 1.076 -2.367 -0.096 0.2388
H 2.944 -0.430 -0.280 0.3028
H -0.296 2.322 0.254 0.4364
```

ii | The following is a quantum chemistry calculation of the molecule C3H4N2O2, from OMol25.

Values from the calculation:
**HOMO-LUMO gap**: 10.21 eV
**Structure (SMILES)**: [H]/N=C1/NCC(=O)O1
**Net charge**: 0

```
11
Properties=species:S:1:pos:R:3:mulliken_charge:R:1
H -2.426 -0.975 1.536 0.2654
N -1.449 -0.758 1.717 -0.6384
C -0.725 -0.415 0.687 0.3669
N 0.577 -0.118 0.772 -0.1655
C 1.094 0.330 -0.449 -0.2613
C -0.122 0.425 -1.378 0.5027
O -0.144 0.868 -2.536 -0.5738
O -1.180 0.097 -0.613 -0.3387
H 1.212 -0.683 1.387 0.2913
H 1.863 -0.252 -0.871 0.3347
H 1.299 1.482 -0.254 0.2167
```

Short version: ii, i, most stable first.

i | The following is a quantum chemistry calculation of the ion C3H10N2S2 with charge -1, from OMol25.

Values from the calculation:
**Multiplicity**: 2
**HOMO-LUMO gap (alpha / beta)**: 3.57 / 6.94 eV
**Net charge**: -1

```
17
Properties=species:S:1:pos:R:3:mulliken_charge:R:1
S 1.985 -1.082 1.583 -0.5457
S 0.633 0.537 1.609 -0.3618
C -0.716 -0.226 0.556 -0.8337
C -0.969 0.596 -0.698 0.1215
C -1.857 -0.399 -1.598 -0.5505
N -2.028 0.005 -3.086 -0.5811
N 0.129 1.163 -1.407 -0.4736
H 2.877 -0.538 2.460 0.0142
H -1.801 -0.280 0.886 0.3191
H -0.325 -1.348 0.389 0.2627
H -1.541 1.514 -0.433 0.2289
H -2.884 -0.467 -1.149 0.2513
H -1.387 -1.510 -1.663 0.2826
H -1.406 -0.376 -3.746 0.2063
H -2.123 1.008 -3.325 0.2114
H 0.974 0.587 -1.483 0.2206
H 0.277 2.133 -1.122 0.2276
```

ii | The following is a quantum chemistry calculation of the ion C3H10N2S2 with charge -1, from OMol25.

Values from the calculation:
**Multiplicity**: 2
**HOMO-LUMO gap (alpha / beta)**: 2.67 / 7.53 eV
**Net charge**: -1

```
17
Properties=species:S:1:pos:R:3:mulliken_charge:R:1
S -2.464 0.576 -0.890 -0.5387
S -1.543 0.440 0.986 -0.4686
C -0.214 -0.771 0.823 -0.9769
C 1.102 -0.259 0.264 0.1599
C 2.291 -1.243 0.224 -0.5739
N 3.458 -0.498 -0.265 -0.5382
N 0.909 0.457 -1.007 -0.3591
H -1.534 1.298 -1.569 0.0672
H -0.037 -1.268 1.800 0.1909
H -0.468 -1.681 0.222 0.3973
H 1.405 0.530 0.953 0.1691
H 2.388 -1.587 1.270 0.3231
H 2.117 -2.039 -0.521 0.3204
H 4.310 -1.016 -0.099 0.2070
H 3.552 0.388 0.213 0.2171
H 0.900 -0.161 -1.798 0.1987
H 1.488 1.265 -1.128 0.2048
```

Short version: ii, i, most stable first.

i | The following is a quantum chemistry calculation of a structure of composition C6H9N, from OMol25.

Values from the calculation:
**HOMO-LUMO gap**: 9.51 eV
**Net charge**: 0

```
16
Properties=species:S:1:pos:R:3:mulliken_charge:R:1
C 1.562 -0.679 0.881 -1.4175
C 0.427 -0.130 0.063 0.9003
C 0.568 0.850 -1.062 -0.9111
C -0.277 1.202 0.123 -0.5069
C -1.641 0.442 0.044 0.0874
N -2.025 -0.179 -1.137 -0.6375
C -0.937 -0.884 -0.035 -0.5759
H 1.233 -0.968 1.886 0.3330
H 2.350 0.073 0.995 0.3472
H 2.008 -1.561 0.407 0.3149
H 1.534 1.347 -1.118 0.2918
H 0.087 0.667 -2.019 0.2672
H -0.071 2.046 0.775 0.3956
H -2.384 0.589 0.828 0.4456
H -1.172 -1.105 -1.222 0.2298
H -1.262 -1.709 0.591 0.4360
```

ii | The following is a quantum chemistry calculation of the molecule C6H9N, from OMol25.

Values from the calculation:
**HOMO-LUMO gap**: 8.56 eV
**Net charge**: 0

```
16
Properties=species:S:1:pos:R:3:mulliken_charge:R:1
C -1.359 2.233 -0.382 -1.2126
C -0.608 0.942 -0.213 0.6729
C -0.117 0.371 0.970 -1.2196
C 0.501 -0.908 0.443 0.8090
C 1.442 -1.779 1.246 -1.1811
C 0.410 -0.922 -0.980 -0.5384
N -0.253 0.189 -1.320 0.0089
H -2.425 2.081 -0.599 0.2647
H -1.290 2.787 0.558 0.3085
H -0.943 2.866 -1.178 0.3300
H -0.606 -1.007 0.864 0.1714
H 1.379 -2.837 0.967 0.3332
H 1.217 -1.679 2.311 0.3411
H 2.478 -1.452 1.100 0.2813
H 0.777 -1.619 -1.725 0.3993
H -0.505 0.410 -2.278 0.2315
```

Short version: ii, i, most stable first.

i | The following is a quantum chemistry calculation of the molecule C6H9N, from OMol25.

Values from the calculation:
**HOMO-LUMO gap**: 8.66 eV
**Structure (SMILES)**: Cc1ccc(C)[nH]1
**Net charge**: 0

```
16
Properties=species:S:1:pos:R:3:mulliken_charge:R:1
C -2.403 -0.332 -0.410 -1.2150
C -1.141 0.217 0.170 0.2906
C -0.630 1.488 0.288 -0.4413
C 0.793 1.375 0.381 -0.5815
C 1.110 0.036 0.329 0.3522
C 2.357 -0.746 0.043 -1.1405
N -0.078 -0.642 0.248 -0.0935
H -2.711 -1.270 0.066 0.3228
H -3.233 0.374 -0.378 0.3473
H -2.195 -0.555 -1.465 0.2639
H -1.204 2.407 0.244 0.3971
H 1.497 2.198 0.399 0.4093
H 2.162 -1.811 0.206 0.3065
H 2.614 -0.632 -1.017 0.2339
H 3.223 -0.460 0.638 0.3277
H -0.158 -1.646 0.258 0.2206
```

ii | The following is a quantum chemistry calculation of the molecule C6H9N, from OMol25.

Values from the calculation:
**HOMO-LUMO gap**: 9.83 eV
**Structure (SMILES)**: CC1=CC[C@H]2N[C@@H]12
**Net charge**: 0

```
16
Properties=species:S:1:pos:R:3:mulliken_charge:R:1
C -0.114 0.597 2.152 -1.2750
C -0.101 0.236 0.699 0.4676
C -0.849 0.785 -0.263 -0.5831
C -0.730 0.053 -1.579 -0.7133
C 0.304 -1.033 -1.291 -0.2779
N 1.648 -0.591 -0.962 -0.5918
C 0.718 -0.890 0.135 -0.0461
H -0.373 -0.285 2.752 0.3018
H -0.868 1.365 2.349 0.3118
H 0.855 0.960 2.514 0.2991
H -1.491 1.651 -0.126 0.3555
H -0.405 0.709 -2.398 0.3026
H -1.695 -0.375 -1.879 0.3475
H 0.228 -1.994 -1.793 0.3860
H 1.735 0.415 -1.100 0.3091
H 1.025 -1.716 0.772 0.4062
```

Short version: i, ii, most stable first.

i | The following is a quantum chemistry calculation of the molecule C6H9N, from OMol25.

Values from the calculation:
**HOMO-LUMO gap**: 10.43 eV
**Structure (SMILES)**: CC#CC[C@H]1CN1
**Net charge**: 0

```
16
Properties=species:S:1:pos:R:3:mulliken_charge:R:1
C -1.590 -0.846 2.854 -1.2808
C -0.873 -0.128 1.799 0.8749
C -0.286 0.469 0.932 -0.1719
C 0.455 1.140 -0.143 -0.9923
C 1.060 0.140 -1.107 0.0543
C 0.323 -0.303 -2.307 -0.4585
N 1.419 0.662 -2.419 -0.6058
H -2.373 -1.484 2.432 0.2908
H -2.063 -0.147 3.551 0.2900
H -0.909 -1.484 3.427 0.2919
H 1.249 1.768 0.280 0.2755
H -0.206 1.809 -0.709 0.3137
H 1.727 -0.589 -0.646 0.3944
H -0.666 0.104 -2.507 0.2134
H 0.475 -1.320 -2.665 0.2673
H 2.258 0.210 -2.770 0.2432
```

ii | The following is a quantum chemistry calculation of the molecule C6H9N, from OMol25.

Values from the calculation:
**HOMO-LUMO gap**: 10.01 eV
**Structure (SMILES)**: C1[C@H]2N1CC21CC1
**Net charge**: 0

```
16
Properties=species:S:1:pos:R:3:mulliken_charge:R:1
C 1.369 1.395 0.042 -0.2927
C 0.503 0.629 -0.847 -0.2694
N 1.822 0.067 -0.422 -0.5050
C 1.034 -1.089 0.150 -0.3269
C -0.293 -0.357 -0.033 0.4031
C -1.310 0.007 1.006 -0.8157
C -1.734 -0.657 -0.278 -0.6011
H 1.060 1.582 1.069 0.2224
H 1.901 2.216 -0.432 0.2625
H 0.371 0.793 -1.911 0.3555
H 1.351 -1.473 1.126 0.3090
H 1.128 -1.886 -0.596 0.2351
H -1.541 1.055 1.185 0.2633
H -1.351 -0.617 1.898 0.2513
H -2.142 -1.663 -0.258 0.2539
H -2.201 0.001 -1.010 0.2546
```

iii | The following is a quantum chemistry calculation of the molecule C6H9N, from OMol25.

Values from the calculation:
**HOMO-LUMO gap**: 8.75 eV
**Net charge**: 0

```
16
Properties=species:S:1:pos:R:3:mulliken_charge:R:1
C 1.616 1.254 0.627 -1.5017
C 0.597 0.489 -0.225 0.6171
C -0.557 -0.097 0.613 -0.7323
C -1.770 -0.446 -0.254 -0.5214
C -1.806 -1.547 -1.216 -0.5025
C 1.267 -0.590 -0.972 0.0764
N 1.799 -1.455 -1.527 -0.4529
H 2.433 1.641 0.011 0.4040
H 2.044 0.608 1.400 0.3203
H 1.120 2.099 1.116 0.3840
H -0.841 0.650 1.365 0.3796
H -0.201 -0.983 1.153 0.3381
H -2.547 -0.976 0.362 0.3385
H -2.287 0.457 -0.606 0.3351
H -1.042 -2.281 -0.878 0.2236
H 0.175 1.177 -0.969 0.2940
```

Short version: i, ii, iii, most stable first.

i | The following is a quantum chemistry calculation of a structure of composition C6H9NO, from OMol25.

Values from the calculation:
**HOMO-LUMO gap**: 9.73 eV
**Net charge**: 0

```
17
Properties=species:S:1:pos:R:3:mulliken_charge:R:1
C -3.314 0.006 0.546 -0.4508
C 0.940 -1.062 -0.368 -0.0063
C 2.284 -1.175 -0.079 -0.4978
C 2.829 0.083 0.166 -0.3451
C 2.036 1.202 -0.111 -0.2405
C 0.644 1.164 -0.397 -0.2600
H -2.126 -0.169 -1.037 0.3818
H -4.465 -0.063 0.705 0.2550
H -2.822 -0.854 1.083 0.1811
H -2.571 0.804 1.323 0.1505
H 0.338 -2.046 -0.396 0.2785
H 2.722 -2.148 0.185 0.3457
H 3.904 0.112 0.158 0.3651
H 2.514 2.267 -0.089 0.2213
H 0.015 2.071 -0.355 0.3595
N 0.118 -0.146 -0.510 -0.2622
O -3.045 -0.046 -0.825 -0.4758
```

ii | The following is a quantum chemistry calculation of a cluster of 2 separate species, C6H9NO in total, from OMol25.

Values from the calculation:
**HOMO-LUMO gap**: 7.89 eV
**Net charge**: 0

```
17
Properties=species:S:1:pos:R:3:mulliken_charge:R:1
C 0.349 -0.891 -0.328 0.6190
C -0.169 -2.225 -0.711 -1.3590
N 1.174 -0.649 0.782 -0.3341
C 1.351 0.994 -0.702 -0.5038
C 1.172 0.790 0.660 -0.1184
C -0.920 0.815 0.699 -0.0497
C -1.590 1.825 0.158 -0.7101
O 0.766 -0.068 -1.307 -0.3218
H 0.778 -0.982 1.651 0.3249
H 1.514 1.871 -1.300 0.4347
H 1.587 1.400 1.447 0.3753
H -1.337 0.288 1.563 0.2076
H -0.834 -2.606 0.064 0.3128
H -0.732 -2.145 -1.640 0.3110
H 0.648 -2.943 -0.850 0.3279
H -1.173 2.395 -0.672 0.1991
H -2.583 2.130 0.484 0.2844
```

iii | The following is a quantum chemistry calculation of the molecule C6H9NO, from OMol25.

Values from the calculation:
**HOMO-LUMO gap**: 10.49 eV
**Structure (SMILES)**: C#CC(C)(C)ON=C
**Net charge**: 0

```
17
Properties=species:S:1:pos:R:3:mulliken_charge:R:1
C -1.877 1.965 -0.003 0.0599
C -1.277 0.898 0.042 -1.1889
C -0.532 -0.374 0.013 1.4650
C -1.516 -1.428 -0.742 -1.1864
C -0.259 -0.901 1.482 -1.0243
O 0.715 -0.219 -0.751 -0.1277
N 1.552 0.536 0.055 -0.5537
C 2.911 0.276 -0.151 -0.3228
H -2.517 2.793 -0.173 0.4820
H -1.812 -1.174 -1.845 0.3241
H -2.488 -1.484 -0.264 0.3632
H -1.032 -2.481 -0.698 0.2925
H -1.173 -0.614 2.251 0.2884
H 0.783 -0.301 1.841 0.2995
H 0.021 -1.959 1.213 0.2975
H 3.348 -0.428 -0.886 0.2741
H 3.589 1.025 0.337 0.2576
```

iv | The following is a quantum chemistry calculation of the molecule C6H9NO, from OMol25.

Values from the calculation:
**HOMO-LUMO gap**: 10.76 eV
**Structure (SMILES)**: C[C@H]1[C@H]2O[C@@H]1[C@@H]1N[C@@H]12
**Net charge**: 0

```
17
Properties=species:S:1:pos:R:3:mulliken_charge:R:1
C -1.632 -1.396 -0.997 -0.8821
C -0.221 -0.748 -0.606 -0.0681
C -0.476 0.875 -0.240 -0.2151
O -0.792 0.351 1.176 -0.5873
C 0.450 -0.681 0.812 0.0537
C 1.631 0.335 0.592 -0.7039
N 1.389 1.650 1.302 -0.7659
C 0.892 1.410 0.012 0.1009
H -2.329 -0.472 -1.517 0.2068
H -1.491 -2.456 -1.626 0.2944
H -2.037 -1.424 0.116 0.2723
H 0.648 -0.764 -1.427 0.2927
H -1.152 1.652 -0.523 0.4881
H 0.415 -1.739 1.378 0.3071
H 2.691 0.117 0.628 0.5083
H 0.557 1.313 1.805 0.3892
H 1.458 1.977 -0.884 0.3089
```

Short version: i, ii, iii, iv, most stable first.